Entry 1:
This record from the OMol25 dataset describes C2H4INO in the gas phase in a non-equilibrium geometry. The level of theory is ωB97M-V/def2-TZVPD.

Values from the calculation:
HOMO: -0.322 Eh
SMILES string: O=CCNI
LUMO energy: 0.08 eV
Energy above the lowest of the compared OMol25 structures with the same formula, charge and spin: 27.7 kcal per mole
E_tot: -13775.2193 eV

Each line ends with the Mulliken charge.
Atoms and positions in Å:
O -1.3039 -0.8395 1.0426  -0.522
C -1.2586 -0.1148 0.0586  0.143
C 0.1127 0.3433 -0.4262  -0.345
N 1.1498 0.0030 0.5566  -0.616
I 2.6514 -1.1950 -0.0341  0.127
H -2.1031 0.3800 -0.4522  0.319
H 0.2186 0.2640 -1.5523  0.335
H -0.0477 1.4650 -0.4954  0.205
H 0.5807 -0.3060 1.3023  0.354


Entry 2:
This record from the OMol25 dataset describes C17H36BN2O7S as an isolated structure in a non-equilibrium geometry. The level of theory is ωB97M-V/def2-TZVPD.

Values from the calculation:
Charge: +1
HOMO: -0.404 Eh
LUMO energy: -6.19 eV
E_tot: -47028.4707 eV

Each line ends with the Mulliken charge.
Atoms and positions in Å:
C 5.5540 2.3853 0.3053  -0.510
O 4.2687 2.9612 0.1346  -0.406
C 3.2063 2.2236 0.7049  -0.580
C 2.0273 2.1884 -0.2666  -0.978
C 1.0558 1.0305 0.0324  -0.707
C 1.1135 -0.1952 -0.8697  0.477
O 1.2324 -1.4858 -0.2262  -0.570
S 1.0716 -2.5418 -1.4401  1.092
O 2.0102 -3.5902 -1.2899  -0.582
O -0.3188 -2.8503 -1.5530  -0.637
O 1.4437 -1.5550 -2.6373  -0.458
C 2.0624 -0.3407 -2.0207  -0.432
B 3.5951 -0.8065 -1.7146  0.700
O 4.0344 -0.6271 -0.4403  -0.489
N 4.3550 -1.3352 -2.8069  0.056
C 4.8409 -0.3178 -3.7553  -1.029
C 5.3735 -2.3181 -2.4330  -1.211
H 5.6355 1.8490 1.2517  0.300
H 5.7576 1.6859 -0.5088  0.077
H 6.2777 3.1946 0.2920  0.307
H 3.5116 1.2127 0.9723  0.389
H 2.8840 2.7262 1.6233  0.290
H 2.3696 2.2315 -1.2973  0.409
H 1.4669 3.1084 -0.0966  0.418
H 1.2689 0.6919 1.0497  0.399
H 0.0361 1.4019 -0.0127  0.070
H 0.1238 -0.2401 -1.3411  0.514
H 2.0736 0.4374 -2.7784  0.639
H 4.9190 -0.9768 -0.2840  0.309
H 5.9276 -0.2794 -3.7623  0.315
H 4.4907 -0.5410 -4.7652  0.292
H 4.4384 0.6684 -3.5182  0.368
H 6.3390 -1.8545 -2.2040  0.411
H 5.4963 -3.0516 -3.2277  0.318
H 5.0519 -2.8720 -1.5508  0.389
C -3.3238 0.1384 3.4267  -1.669
C -3.4650 0.9503 2.1220  1.527
C -4.9211 1.3868 1.9050  -1.247
C -5.8642 0.2435 1.5409  -0.528
C -5.3629 -0.5396 0.3300  -1.206
C -3.9177 -1.0478 0.4560  1.405
N -3.0676 0.1314 0.9042  1.050
O -2.7103 0.7877 0.0104  -0.381
C -3.8253 -2.2186 1.4503  -1.571
C -3.4117 -1.5828 -0.8806  -1.903
C -2.5470 2.1582 2.2639  -1.911
H -3.1995 0.8222 4.2615  0.474
H -4.1943 -0.4712 3.6525  0.336
H -2.4460 -0.5073 3.4061  0.365
H -4.9513 2.1425 1.1132  0.416
H -5.2495 1.8757 2.8214  0.366
H -6.0056 -0.4251 2.3921  0.320
H -6.8482 0.6545 1.3144  0.408
H -5.9930 -1.4092 0.1500  0.411
H -5.4356 0.0948 -0.5592  0.404
H -2.7870 -2.4729 1.6630  0.364
H -4.2937 -3.0926 1.0068  0.483
H -4.3361 -2.0375 2.3919  0.304
H -3.5397 -0.8690 -1.6931  0.394
H -3.9825 -2.4718 -1.1326  0.513
H -2.3562 -1.8596 -0.8323  0.516
H -1.5078 1.8493 2.3850  0.489
H -2.8429 2.7131 3.1493  0.530
H -2.6090 2.8391 1.4160  0.387


Entry 3:
This record from the OMol25 dataset describes C9H16CaN2PS as an isolated structure in a non-equilibrium geometry. The level of theory is ωB97M-V/def2-TZVPD.

Values from the calculation:
Charge: -1
HOMO (spin up / spin down): -0.005 / -0.006 Eh
LUMO energy (spin up / spin down): 2.78 / 2.75 eV
Energy above the lowest of the compared OMol25 structures with the same formula, charge and spin: 5.7 kcal per mole
E_tot: -51133.2794 eV

Each line ends with the Mulliken charge.
Atoms and positions in Å:
C 0.4436 0.7216 -4.2812  -0.676
C -0.7813 -0.0009 -4.2943  -0.337
C -0.5471 -1.2811 -3.7292  -0.456
C 0.8336 -1.3877 -3.4126  -0.389
C 1.4558 -0.1476 -3.7319  -0.982
Ca 0.4896 1.0566 -1.2509  -1.228
P -0.5473 3.5695 -1.8931  -0.354
H 0.6240 1.6846 -4.7525  0.489
H -1.7260 0.3620 -4.6995  0.355
H -1.2859 -2.0709 -3.6209  0.419
H 2.5275 0.0427 -3.7760  0.491
H 1.3465 -2.2785 -3.0511  0.377
H -1.5769 4.0208 -0.9880  0.076
H -1.0030 4.3282 -3.0259  0.073
H 0.4556 4.5055 -1.4462  0.141
S -1.2286 0.9375 0.7448  0.225
C -0.4515 -0.0916 1.9206  0.044
N 0.5839 0.3450 2.6817  0.704
C 0.8035 -0.1859 4.0432  -1.159
C 0.5655 -1.6814 4.0576  -0.880
C -0.7478 -2.0579 3.4066  -0.933
N -0.8886 -1.3549 2.1116  -0.199
H 0.7928 1.3355 2.5324  0.173
H 0.1303 0.3298 4.7414  0.408
H 1.8310 0.0538 4.3256  0.619
H 0.5991 -2.0507 5.0854  0.493
H 1.3777 -2.1650 3.5095  0.340
H -1.5986 -1.8017 4.0546  0.371
H -0.7880 -3.1305 3.2055  0.491
H -1.6895 -1.6068 1.5325  0.303


Entry 4:
This record from the OMol25 dataset describes C23H36N5O3S3Si2Sr as an isolated structure. The level of theory is ωB97M-V/def2-TZVPD.

Values from the calculation:
Charge: -1
HOMO: -0.117 Eh
LUMO energy: 2.06 eV
E_tot: -87131.9410 eV

Each line ends with the Mulliken charge.
Atoms and positions in Å:
Sr 0.1348 0.9662 -0.1408  1.873
C -2.8995 -1.1264 3.4445  -1.019
Si -2.7323 0.2704 2.1709  -0.128
C -3.4692 -0.3464 0.5459  -0.874
C -3.9943 1.5944 2.7097  -1.351
N -1.1349 0.7735 1.9185  0.134
C -0.2998 1.2219 2.9463  0.336
C -0.8121 1.7055 4.1595  -0.132
C -0.0260 2.1968 5.1958  -0.911
C 1.3455 2.2381 5.0289  -0.877
C 1.8906 1.7633 3.8417  -0.293
C 1.1353 1.2130 2.7938  0.091
N 1.7376 0.6892 1.6494  0.088
Si 3.3463 0.1541 1.6171  -0.279
C 4.6481 1.5271 1.4660  -1.133
C 3.8598 -0.9331 3.0845  -1.061
C 3.6566 -0.9637 0.1230  -0.677
H -3.9380 -1.4579 3.5395  0.319
H -2.5632 -0.7854 4.4266  0.348
H -2.2904 -1.9945 3.1786  0.201
H -4.4560 -0.7722 0.7565  0.433
H -2.8699 -1.0908 0.0201  0.167
H -3.6229 0.4933 -0.1388  0.043
H -5.0033 1.3012 2.4018  0.390
H -3.7562 2.5446 2.2233  0.330
H -4.0235 1.7720 3.7866  0.400
H -1.8881 1.7081 4.2896  0.180
H -0.4947 2.5535 6.1060  0.361
H 1.9952 2.6362 5.8002  0.358
H 2.9663 1.8143 3.7142  0.153
H 4.6736 2.1784 2.3424  0.357
H 4.4278 2.1538 0.5971  0.275
H 5.6503 1.1087 1.3299  0.336
H 3.8928 -0.4177 4.0443  0.358
H 4.8516 -1.3532 2.8870  0.331
H 3.1555 -1.7648 3.1815  0.247
H 3.2759 -0.6043 -0.8364  -0.026
H 3.2329 -1.9543 0.3104  0.180
H 4.7391 -1.0885 0.0134  0.405
C -0.5017 -3.4493 0.5953  -0.930
S 0.3801 -2.2249 -0.3673  0.901
C 0.9819 -3.2277 -1.7198  -0.817
O -0.6993 -1.3659 -0.9624  -0.600
H -1.2628 -3.9308 -0.0179  0.357
H -0.9617 -2.8836 1.4048  -0.077
H 0.2007 -4.1768 1.0015  0.448
H 1.6169 -4.0240 -1.3310  0.406
H 1.5658 -2.5425 -2.3391  -0.031
H 0.1355 -3.6314 -2.2752  0.395
N -4.8941 -0.8883 -4.1141  -0.649
C -3.7321 -0.1607 -3.8368  1.131
C -3.7788 0.9511 -3.0035  -0.687
C -2.6308 1.6798 -2.7403  -0.445
C -1.4241 1.3037 -3.3082  0.335
C -1.3731 0.2033 -4.1585  -0.639
C -2.5166 -0.5206 -4.4240  -0.885
S 0.0601 2.2227 -2.9996  1.010
O 0.3521 3.0588 -4.1341  -0.740
O -0.2156 2.8928 -1.7307  -0.693
N 1.1039 1.0854 -2.6849  0.045
C 2.0976 0.6795 -3.5077  -0.134
S 2.7611 1.5929 -4.8506  -0.098
C 3.8456 0.2887 -5.1799  -0.311
C 3.6715 -0.6827 -4.2569  -0.732
N 2.6838 -0.4851 -3.3301  -0.181
H -5.5930 -0.8275 -3.3897  0.234
H -4.7225 -1.8466 -4.3752  0.220
H -4.7151 1.2325 -2.5363  0.261
H -2.6641 2.5329 -2.0748  0.525
H -0.4239 -0.1006 -4.5827  0.402
H -2.4748 -1.3872 -5.0739  0.296
H 4.5456 0.3099 -5.9978  0.393
H 4.2408 -1.6020 -4.2267  0.357